1.
Here is a cluster of 10 separate species, C30H70N10O10 in total at a distorted geometry from the OMol25 dataset. Energies are from wB97M-V/def2-TZVPD.

Atoms and positions in Å:
C -4.153 -3.346 -1.816
N -4.252 -2.538 -3.011
C -3.209 -2.245 -3.818
C -3.522 -1.484 -5.098
O -2.051 -2.511 -3.539
H -3.731 -2.778 -0.988
H -3.609 -4.275 -1.984
H -5.161 -3.628 -1.511
H -5.161 -2.361 -3.402
H -3.968 -2.198 -5.792
H -2.574 -1.085 -5.441
H -4.238 -0.676 -4.945
C -1.192 -4.612 0.268
N -0.114 -3.841 0.828
C 0.886 -3.172 0.187
C 0.943 -3.288 -1.324
O 1.704 -2.504 0.806
H -1.039 -4.833 -0.782
H -2.166 -4.146 0.446
H -1.292 -5.569 0.793
H -0.138 -3.683 1.823
H 1.148 -4.276 -1.723
H 1.663 -2.536 -1.641
H -0.025 -2.950 -1.719
C -2.170 1.270 7.221
N -1.453 1.665 6.033
C -1.996 1.672 4.796
C -1.047 2.125 3.722
O -3.193 1.475 4.603
H -3.235 1.362 7.036
H -1.810 1.865 8.060
H -1.965 0.235 7.520
H -0.446 1.614 6.083
H -1.447 3.125 3.474
H -1.258 1.654 2.763
H -0.020 2.330 3.993
C 5.477 -0.787 5.261
N 4.472 -0.230 4.404
C 4.643 -0.200 3.046
C 3.507 0.485 2.323
O 5.518 -0.810 2.472
H 6.296 -1.164 4.648
H 5.209 -1.682 5.837
H 5.878 -0.058 5.969
H 3.602 0.051 4.824
H 2.715 0.786 3.010
H 3.079 -0.268 1.657
H 3.813 1.369 1.767
C -2.935 -1.332 1.594
N -3.538 -0.088 2.020
C -4.582 0.475 1.363
C -5.103 1.769 1.934
O -5.077 -0.039 0.367
H -3.469 -1.725 0.735
H -3.053 -2.106 2.365
H -1.873 -1.188 1.414
H -3.207 0.332 2.887
H -5.356 1.624 2.982
H -5.949 2.113 1.347
H -4.347 2.551 1.838
C 1.844 -1.496 -4.743
N 0.902 -1.230 -5.822
C 0.416 -2.137 -6.708
C 0.483 -3.599 -6.317
O -0.098 -1.781 -7.759
H 2.818 -1.683 -5.195
H 1.437 -2.242 -4.068
H 1.983 -0.594 -4.143
H 0.750 -0.301 -6.180
H -0.045 -3.741 -5.374
H 1.524 -3.926 -6.263
H 0.015 -4.176 -7.108
C 2.843 4.391 -0.952
N 3.760 4.764 0.133
C 3.333 4.759 1.427
C 4.435 4.960 2.460
O 2.159 4.684 1.734
H 2.020 5.084 -0.795
H 2.598 3.332 -0.870
H 3.290 4.573 -1.925
H 4.747 4.644 -0.017
H 4.832 5.972 2.484
H 5.245 4.244 2.328
H 3.910 4.779 3.397
C 0.050 2.344 -5.281
N 0.572 3.020 -6.464
C -0.119 3.220 -7.623
C -1.598 2.968 -7.632
O 0.460 3.583 -8.633
H 0.830 2.313 -4.516
H -0.197 1.296 -5.452
H -0.744 2.983 -4.904
H 1.573 3.081 -6.560
H -2.026 3.062 -6.632
H -1.873 1.998 -8.048
H -2.143 3.687 -8.242
C 1.476 -1.234 7.263
N 0.801 -1.457 6.012
C 0.964 -0.644 4.946
C 0.515 -1.179 3.613
O 1.346 0.519 5.030
H 0.808 -0.969 8.091
H 2.220 -0.450 7.169
H 1.954 -2.153 7.612
H 0.230 -2.274 5.899
H -0.469 -0.761 3.406
H 0.402 -2.261 3.614
H 1.225 -0.843 2.867
C -1.536 0.052 -1.714
N -0.202 0.412 -2.118
C 0.906 0.515 -1.345
C 0.717 0.788 0.111
O 2.004 0.623 -1.879
H -2.003 0.643 -0.928
H -1.573 -0.973 -1.324
H -2.146 -0.005 -2.609
H -0.056 0.586 -3.097
H 0.780 -0.110 0.739
H -0.264 1.181 0.386
H 1.487 1.429 0.531

LUMO = 0.1 eV
Charge = 0
Energy relative to the best compared isomer or geometry (same formula, charge and spin) = 49.8 kcal per mole

2.
Here is a structure of composition C30H71F2N6O11S2V at a distorted geometry from the OMol25 dataset. Energies are from wB97M-V/def2-TZVPD.

Atoms and positions in Å:
O -0.202 -1.138 5.034
V -0.549 -2.236 3.962
O 0.063 -3.604 4.461
N 0.283 -2.088 2.042
S 1.622 -1.497 1.363
O 1.505 -0.219 0.766
O 2.644 -2.390 0.970
F 2.204 -1.113 2.812
S -0.268 -2.838 0.617
O 0.381 -4.026 0.230
O -0.803 -1.955 -0.361
F -1.650 -3.366 1.250
C 2.310 -2.433 -2.813
C 3.409 -1.357 -2.802
C 2.695 -0.016 -2.804
C 3.567 1.169 -2.349
C 4.349 0.887 -1.066
C 5.028 -0.492 -0.974
N 4.113 -1.507 -1.532
O 4.470 -2.836 -1.256
C 6.423 -0.564 -1.639
C 5.344 -0.649 0.532
C 4.255 -1.588 -4.057
H 1.521 -2.261 -3.552
H 1.727 -2.326 -1.891
H 2.733 -3.425 -2.930
H 2.448 0.268 -3.832
H 1.771 -0.045 -2.220
H 2.911 2.040 -2.291
H 4.264 1.365 -3.174
H 3.572 0.934 -0.302
H 5.147 1.628 -0.996
H 6.933 -1.477 -1.346
H 6.318 -0.579 -2.722
H 6.965 0.356 -1.412
H 6.175 -0.004 0.811
H 4.571 -0.323 1.242
H 5.432 -1.713 0.752
H 3.694 -1.557 -4.993
H 4.632 -2.616 -3.999
H 5.138 -0.962 -4.166
H 3.859 -3.133 -0.566
C 0.574 4.633 -0.829
C -0.561 3.641 -1.051
C -1.761 4.131 -0.249
C -3.114 3.530 -0.582
C -3.327 3.569 -2.080
C -2.201 2.942 -2.887
N -0.950 3.538 -2.448
O 0.113 3.087 -3.278
C -2.303 1.420 -2.803
C -2.440 3.364 -4.353
C -0.060 2.274 -0.505
H 1.333 4.464 -1.602
H 1.092 4.621 0.128
H 0.278 5.672 -1.012
H -1.575 4.163 0.828
H -1.851 5.206 -0.464
H -3.941 4.014 -0.062
H -3.096 2.499 -0.193
H -3.316 4.654 -2.287
H -4.335 3.341 -2.430
H -1.381 0.975 -3.199
H -2.438 0.995 -1.807
H -3.086 1.020 -3.451
H -2.026 4.351 -4.565
H -2.038 2.644 -5.061
H -3.512 3.529 -4.487
H 0.620 1.704 -1.141
H -0.920 1.618 -0.344
H 0.443 2.407 0.454
H 0.614 2.476 -2.721
C -3.608 -5.063 -4.077
C -3.474 -5.357 -2.577
C -3.108 -4.109 -1.773
O -3.949 -3.066 -2.273
C -3.638 -1.802 -1.764
N -4.796 -5.897 -2.161
H -2.900 -4.302 -4.415
H -4.578 -4.626 -4.303
H -3.453 -5.989 -4.624
H -2.735 -6.155 -2.495
H -2.050 -3.845 -1.825
H -3.486 -4.265 -0.753
H -2.663 -1.424 -2.079
H -3.775 -1.691 -0.679
H -4.356 -1.114 -2.220
H -5.363 -5.060 -2.023
H -4.707 -6.260 -1.213
C 0.090 4.305 3.325
C 0.936 3.577 4.348
C 1.899 2.550 3.792
O 2.774 2.104 4.805
C 3.412 0.908 4.462
N 1.675 4.602 5.193
H -0.253 3.680 2.495
H 0.747 5.045 2.860
H -0.784 4.745 3.797
H 0.387 3.133 5.186
H 2.505 3.058 3.022
H 1.339 1.716 3.353
H 4.070 0.641 5.301
H 4.070 0.819 3.594
H 2.730 0.054 4.532
H 1.940 5.408 4.628
H 2.566 4.129 5.351
C -3.684 -2.030 5.452
C -3.635 -2.486 3.999
C -3.540 -1.408 2.953
O -2.237 -0.876 2.851
C -2.188 0.340 2.130
N -2.523 -3.423 3.786
H -2.839 -1.421 5.797
H -3.713 -2.912 6.096
H -4.551 -1.423 5.715
H -4.588 -3.027 3.957
H -4.335 -0.672 3.125
H -3.837 -1.795 1.965
H -2.740 0.254 1.188
H -1.140 0.525 1.895
H -2.571 1.226 2.645
H -2.724 -3.901 2.912
H -2.462 -4.215 4.423

LUMO = -1.7 eV
Charge = 0
Energy relative to the best compared isomer or geometry (same formula, charge and spin) = 62.2 kcal per mole

3.
Here is a cluster of 10 separate species, C30H72ClN10O9 in total from the OMol25 dataset. Energies are from wB97M-V/def2-TZVPD.

Atoms and positions in Å:
C 0.515 -0.796 3.450
C -0.615 -1.446 2.641
C -0.575 -1.038 1.173
N 0.422 -1.950 0.485
Cl 0.984 -1.389 -1.051
H 1.447 -0.691 2.876
H 0.725 -1.357 4.362
H 0.229 0.217 3.743
H -0.544 -2.542 2.715
H -1.593 -1.138 3.018
H -0.191 -0.025 1.047
H -1.534 -1.151 0.667
H 0.003 -2.871 0.329
H 1.234 -2.078 1.101
C 2.779 1.301 0.998
O 2.567 1.523 2.180
N 3.860 1.626 0.293
C 3.985 1.276 -1.114
C 4.953 2.308 0.968
H 2.021 0.766 0.423
H 4.858 0.644 -1.265
H 4.088 2.166 -1.736
H 3.101 0.734 -1.440
H 5.310 1.688 1.787
H 4.627 3.268 1.370
H 5.760 2.466 0.258
C -3.496 -1.541 -1.690
O -3.189 -1.509 -0.500
N -3.004 -0.695 -2.608
C -3.316 -0.850 -4.017
C -2.126 0.392 -2.169
H -4.166 -2.297 -2.110
H -2.406 -1.010 -4.596
H -3.827 0.034 -4.401
H -3.956 -1.722 -4.142
H -1.282 -0.021 -1.614
H -2.662 1.063 -1.497
H -1.752 0.944 -3.028
C -4.269 -5.302 -3.189
O -3.846 -4.179 -3.433
N -4.457 -5.780 -1.948
C -4.978 -7.110 -1.694
C -4.146 -4.897 -0.838
H -4.547 -6.012 -3.983
H -5.919 -7.056 -1.145
H -4.265 -7.701 -1.117
H -5.161 -7.611 -2.642
H -4.750 -3.994 -0.914
H -3.096 -4.600 -0.872
H -4.359 -5.396 0.104
C -2.993 3.309 2.506
O -2.895 4.359 3.104
N -1.970 2.472 2.230
C -2.190 1.250 1.486
C -0.606 2.796 2.661
H -3.952 2.932 2.108
H -1.851 0.389 2.059
H -1.643 1.293 0.541
H -3.246 1.112 1.258
H -0.548 2.928 3.742
H -0.247 3.712 2.192
H 0.048 1.975 2.375
C -7.060 3.008 -0.422
O -8.029 2.446 -0.895
N -7.088 4.181 0.241
C -5.878 4.777 0.770
C -8.365 4.852 0.419
H -6.040 2.587 -0.497
H -5.938 4.892 1.854
H -5.688 5.755 0.326
H -5.042 4.121 0.537
H -9.058 4.218 0.971
H -8.817 5.080 -0.547
H -8.202 5.776 0.970
C 7.414 4.502 4.289
O 8.050 3.687 3.643
N 6.189 4.268 4.790
C 5.447 5.261 5.537
C 5.612 2.955 4.547
H 7.797 5.510 4.513
H 5.229 4.906 6.546
H 4.504 5.498 5.041
H 6.039 6.172 5.611
H 6.251 2.183 4.978
H 5.546 2.782 3.473
H 4.618 2.894 4.984
C -9.317 -3.861 -2.328
O -9.148 -5.059 -2.195
N -8.358 -3.014 -2.761
C -8.573 -1.588 -2.897
C -7.069 -3.590 -3.086
H -10.272 -3.362 -2.100
H -8.425 -1.267 -3.930
H -7.893 -1.023 -2.255
H -9.593 -1.348 -2.604
H -7.169 -4.330 -3.882
H -6.658 -4.099 -2.212
H -6.384 -2.808 -3.407
C 7.752 0.541 1.040
O 6.988 -0.225 0.468
N 8.924 0.951 0.537
C 9.779 1.884 1.244
C 9.337 0.446 -0.761
H 7.532 0.975 2.029
H 9.933 2.787 0.651
H 10.751 1.432 1.452
H 9.311 2.170 2.181
H 8.608 0.711 -1.528
H 9.424 -0.641 -0.740
H 10.301 0.879 -1.016
C 4.449 -1.830 -3.651
O 4.450 -0.608 -3.610
N 5.334 -2.605 -2.998
C 5.331 -4.048 -3.104
C 6.334 -1.947 -2.172
H 3.721 -2.405 -4.250
H 5.184 -4.513 -2.127
H 6.274 -4.411 -3.516
H 4.525 -4.363 -3.766
H 5.871 -1.364 -1.378
H 6.935 -1.269 -2.779
H 6.978 -2.699 -1.723

LUMO = -4.0 eV
Charge = +1

4.
Here is a structure of composition C30H72F6K2N9O9P3 at a distorted geometry from the OMol25 dataset. Energies are from wB97M-V/def2-TZVPD.

Atoms and positions in Å:
K 0.182 -2.228 1.615
K -0.505 0.586 -1.097
C -2.446 -0.298 2.535
O -2.234 -1.715 2.794
O -1.901 -0.006 1.267
C -3.874 0.254 2.898
F -4.218 1.452 2.603
F -4.864 -0.592 2.355
F -4.058 0.358 4.277
C -2.179 -2.257 4.157
C -1.936 -3.782 4.082
H -1.915 -4.235 5.074
H -2.714 -4.197 3.441
H -0.973 -3.986 3.614
H -3.191 -2.035 4.497
H -1.454 -1.657 4.706
H -1.744 0.111 3.261
C 2.583 -1.025 -1.834
O 1.670 -0.650 -2.818
O 1.857 -1.061 -0.636
C 3.428 -2.415 -2.228
F 4.417 -2.169 -2.989
F 4.097 -2.964 -1.224
F 2.703 -3.425 -2.756
C 1.831 -0.816 -4.187
C 0.393 -0.447 -4.664
H -0.394 -1.029 -4.184
H 0.187 0.606 -4.474
H 0.207 -0.490 -5.737
H 1.916 -1.839 -4.552
H 2.645 -0.193 -4.559
H 3.231 -0.151 -1.903
O 1.441 -0.513 3.989
P 2.709 0.221 3.706
N 4.014 0.375 4.762
C 5.286 1.067 4.405
C 4.264 -0.695 5.745
N 2.240 1.794 3.273
C 2.157 2.939 4.267
C 1.639 1.986 1.939
N 3.512 -0.291 2.290
C 4.509 0.487 1.507
C 3.785 -1.750 2.145
H 5.830 1.275 5.326
H 5.059 2.036 3.960
H 5.951 0.327 3.960
H 4.522 -0.170 6.665
H 4.932 -1.470 5.370
H 3.333 -1.200 6.004
H 1.186 2.759 4.731
H 2.998 2.938 4.960
H 2.134 3.885 3.728
H 2.187 1.669 1.052
H 0.614 1.625 1.851
H 1.663 3.052 1.712
H 5.529 0.428 1.887
H 4.315 0.133 0.495
H 4.165 1.520 1.439
H 3.614 -2.021 1.103
H 2.991 -2.371 2.558
H 4.759 -2.122 2.465
O -1.167 -5.079 1.045
P -1.715 -5.549 -0.256
N -1.680 -4.464 -1.594
C -2.621 -4.484 -2.755
C -0.550 -3.503 -1.734
N -3.349 -5.944 -0.123
C -4.366 -4.868 0.024
C -3.842 -7.349 0.276
N -0.927 -6.979 -0.798
C -0.856 -7.281 -2.217
C -0.619 -8.106 0.084
H -3.615 -4.831 -2.472
H -2.197 -4.992 -3.621
H -2.856 -3.446 -2.993
H -0.592 -2.691 -1.007
H -0.621 -2.964 -2.679
H 0.337 -4.125 -1.615
H -4.024 -3.905 -0.355
H -5.305 -5.131 -0.464
H -4.542 -4.826 1.099
H -4.927 -7.408 0.358
H -3.530 -8.075 -0.475
H -3.370 -7.638 1.215
H -1.874 -7.446 -2.569
H -0.443 -6.430 -2.757
H -0.064 -8.003 -2.416
H 0.421 -7.915 0.349
H -0.807 -8.964 -0.561
H -1.228 -8.125 0.987
O 0.263 3.435 -1.799
P 0.647 4.836 -1.474
N 2.282 5.159 -1.041
C 2.776 6.405 -0.488
C 3.299 4.125 -1.299
N -0.238 5.425 -0.155
C -1.700 5.700 -0.274
C 0.115 5.093 1.174
N 0.355 6.097 -2.635
C -0.015 7.536 -2.439
C 0.036 5.654 -3.987
H 3.562 6.779 -1.143
H 3.064 6.444 0.562
H 2.057 7.208 -0.657
H 3.601 4.247 -2.339
H 2.968 3.094 -1.172
H 4.243 4.331 -0.796
H -2.133 5.815 0.719
H -2.004 6.653 -0.706
H -2.030 4.827 -0.837
H 1.196 5.145 1.301
H -0.307 5.723 1.957
H -0.151 4.053 1.368
H 0.844 8.138 -2.736
H -0.775 7.831 -3.164
H -0.347 7.784 -1.431
H 0.235 6.380 -4.775
H -0.970 5.234 -3.964
H 0.718 4.827 -4.185
O -2.924 0.386 -2.708
C -3.581 1.370 -2.891
O -3.091 2.288 -3.638
C -3.837 3.456 -3.774
C -5.107 3.152 -3.061
C -4.844 1.884 -2.220
H -4.016 3.645 -4.833
H -3.534 4.283 -3.133
H -5.851 2.850 -3.799
H -5.533 4.008 -2.537
H -5.789 1.367 -2.386
H -4.639 2.236 -1.209

LUMO = 0.2 eV
Charge = 0

Kohn-Sham gap values (in eV) by entry order: 9.370; 5.990; 6.673; 7.450.